Record 1
40
Properties=species:S:1:pos:R:3:forces:R:3:nbo_charge:R:1 method="wB97M-V/def2-TZVPD" gap_ev="8.6 / 4.2" e_above_lowest_kj_mol=183.7 total_charge=+2 total_energy_ev=-40838.315 spin_multiplicity=5
H 2.9663 -1.7022 -0.5080 -0.25 -0.25 -0.27 0.28
N 0.9443 -1.5778 -1.1383 3.49 -1.22 -0.15 -0.29
B -1.3007 -1.9180 -2.2821 -1.37 0.45 -0.17 0.51
N 0.1977 -2.2782 -2.0705 1.35 -1.87 -1.26 -0.21
C 0.9739 -3.2083 -2.6590 -3.53 1.33 -0.06 0.09
Ru -0.0339 -0.0092 0.0490 -0.25 -0.12 2.56 1.32
H 0.5428 -3.8450 -3.4168 0.17 -0.10 -0.02 0.28
C 2.2465 -3.1292 -2.1169 1.48 -0.70 -0.05 0.00
H 3.0973 -3.7398 -2.3770 0.06 0.00 0.00 0.29
C 2.1924 -2.1001 -1.1674 -1.97 2.36 1.53 0.06
H -1.7701 -2.6169 -3.1133 0.06 -0.16 -0.12 0.02
C -0.9332 1.4823 1.0397 -0.40 1.50 0.18 -0.75
H -0.2844 1.9985 1.7744 -0.22 -0.41 -0.36 0.28
H -1.7906 1.0668 1.6102 0.50 -0.22 -0.31 0.27
H -1.3364 2.2475 0.3495 0.25 -0.44 0.11 0.25
N -1.4026 -0.4299 -2.7197 0.68 -0.10 0.73 -0.33
N -2.0599 -2.1065 -0.9411 0.35 0.03 0.29 -0.32
N -0.8937 0.5581 -1.8892 -0.04 0.04 0.03 -0.34
N -1.6670 -1.3913 0.1758 -0.07 -0.30 -0.51 -0.39
C -1.9022 0.1316 -3.8386 0.40 -0.21 0.72 0.07
C -3.0909 -2.9054 -0.6105 0.75 0.44 -0.44 0.08
H -2.3340 -0.5066 -4.5953 -0.02 0.16 -0.03 0.26
H -3.5226 -3.5415 -1.3685 -0.11 -0.03 0.15 0.26
C -1.7338 1.5031 -3.7571 0.20 0.20 0.36 -0.29
C -3.3856 -2.7159 0.7295 0.08 0.24 0.58 -0.27
C -1.1025 1.7348 -2.5270 0.09 -0.43 0.15 0.04
C -2.4730 -1.7609 1.1906 -0.02 -0.24 -0.29 0.04
H -2.0280 2.2355 -4.4930 0.03 -0.03 0.12 0.28
H -4.1598 -3.2103 1.2961 0.06 0.10 -0.03 0.28
H -0.7822 2.6703 -2.0644 -0.17 -0.37 -0.28 0.25
H -2.3449 -1.3221 2.1802 -0.09 -0.23 -0.32 0.26
H 1.2255 1.0067 -0.1352 -0.46 -0.24 -0.38 0.04
C 2.6005 1.9146 2.0262 -0.76 -0.97 -0.10 -0.80
S 1.6009 0.4459 2.8513 2.79 1.48 1.23 2.27
O 2.6357 -0.2987 3.4891 -0.19 -0.65 -0.86 -0.87
O 0.6322 1.0238 3.7198 -1.11 0.10 -0.83 -0.88
O 0.8678 -0.5731 1.7794 -0.83 1.83 -2.30 -0.78
H 3.0352 2.4852 2.8620 -0.46 -0.59 0.03 0.29
H 1.9733 2.5807 1.4299 -0.09 -0.21 0.16 0.22
H 3.4206 1.5139 1.4191 -0.35 -0.19 0.21 0.24


Record 2
37
Properties=species:S:1:pos:R:3:forces:R:3:nbo_charge:R:1 method="wB97M-V/def2-TZVPD" gap_ev=7.4 e_above_lowest_kj_mol=0.0 total_charge=+1 total_energy_ev=-172887.934
C 4.7290 -0.4234 -1.6756 -0.51 -0.52 0.22 -0.60
C 4.2692 -1.8812 -1.7542 0.77 0.31 0.29 -0.38
C 3.0083 -2.1436 -0.9458 0.01 -0.78 -0.08 -0.28
C 2.7683 -3.6590 -0.7443 -0.55 0.61 -0.28 -0.58
C 1.7969 -1.5722 -1.5979 0.37 0.24 0.28 0.21
C 1.3077 -1.8311 -2.8439 -0.11 0.26 0.31 -0.09
N 0.1682 -1.0850 -2.9342 0.50 -0.30 0.03 0.12
F -0.6180 -1.0911 -4.0101 -0.06 0.07 0.00 -0.11
C -0.0928 -0.3764 -1.8395 -0.32 0.38 0.41 0.00
P -1.6447 0.6865 -1.8234 -0.50 0.47 -0.46 1.10
O -2.6179 -0.2368 -0.9162 0.64 -0.18 -0.06 -0.95
Br -1.0587 2.4031 -0.5364 0.07 -0.26 -0.07 -0.18
N 0.9270 -0.6774 -0.9992 -0.26 -0.17 -0.76 -0.39
Br 1.1083 0.0096 0.6926 0.09 -0.13 0.16 0.40
H 3.8845 0.2405 -1.8587 0.11 0.28 -0.25 0.19
H 5.5420 -0.2321 -2.3625 0.05 0.20 -0.16 0.24
H 5.0748 -0.2366 -0.6632 0.12 0.20 0.11 0.21
H 4.1997 -2.2296 -2.7832 -0.29 -0.04 -0.11 0.20
H 5.0542 -2.4797 -1.2949 0.06 -0.24 -0.06 0.23
H 3.1480 -1.6975 0.0345 -0.14 0.24 0.10 0.24
H 2.9007 -4.1639 -1.6974 0.24 -0.25 0.00 0.21
H 1.7279 -3.8123 -0.4665 -0.05 -0.21 0.27 0.21
H 3.4073 -4.0642 0.0281 0.22 -0.14 -0.03 0.24
H 1.6905 -2.4642 -3.6184 -0.10 -0.05 -0.23 0.28
H -2.1537 -0.9468 -0.4541 -0.34 0.03 0.37 0.51
O -4.8391 2.8937 5.5823 0.11 0.06 0.08 -0.54
C -4.4557 2.9659 4.4573 -0.29 -0.10 0.00 0.78
O -3.7366 4.0206 3.9887 0.09 -0.02 -0.03 -0.49
C -3.5058 3.8802 2.5810 0.02 -0.03 -0.11 -0.07
C -3.6473 2.3890 2.2993 -0.13 -0.12 -0.04 -0.43
C -4.6904 1.9702 3.3335 0.47 0.09 -0.19 -0.53
H -4.2490 4.4754 2.0462 -0.02 -0.02 -0.01 0.18
H -2.5152 4.2647 2.3464 0.00 0.09 0.12 0.19
H -3.9291 2.1715 1.2701 -0.03 0.07 0.00 0.22
H -2.7012 1.8832 2.5044 0.01 0.01 0.00 0.20
H -5.7090 2.0954 2.9654 -0.04 -0.04 0.05 0.24
H -4.5487 0.9544 3.6898 -0.20 0.00 0.11 0.24


Record 3
33
Properties=species:S:1:pos:R:3:forces:R:3:mulliken_charge:R:1 method="wB97M-V/def2-TZVPD" gap_ev=6.5 total_energy_ev=-177736.972
C 4.8072 1.4039 0.0170 -0.91 0.16 0.28 -1.49
C 3.6461 0.4233 0.1285 1.75 1.22 -0.89 1.19
C 3.0200 -0.0028 -1.0258 -0.55 -0.27 -0.08 -0.92
C 1.9507 -0.8562 -0.9097 -1.25 -0.91 -0.76 -0.34
C 1.4828 -1.3104 0.3387 -1.03 -1.10 -0.52 0.64
C 0.2599 -2.2533 0.5294 0.95 1.43 -1.33 -1.51
Nb -1.6046 -1.1441 -0.1210 -1.68 -2.44 4.47 -0.58
I -3.0744 -1.8706 2.1395 0.32 0.15 -0.77 -0.22
C -3.4173 -0.0422 -1.0677 -0.35 0.50 0.67 -0.40
Br -2.8531 1.0159 -2.6382 -4.87 0.41 -0.77 -0.18
C -4.2323 0.9088 -0.0963 1.13 0.24 -1.29 -0.20
C -3.3850 1.7178 0.8794 -0.94 0.70 0.36 -0.91
Br -5.1862 2.2990 -1.2080 -0.81 -0.24 0.76 -0.20
C 2.1663 -0.8956 1.4522 0.34 0.27 0.76 -0.58
C 3.2417 -0.0283 1.3476 -0.27 -0.26 0.77 -0.69
H 4.4376 2.3887 0.3320 0.25 -0.07 0.06 0.29
H 5.1203 1.5214 -1.0211 0.29 -0.20 0.16 0.33
H 5.6150 1.1116 0.6889 0.15 0.10 -0.28 0.37
H 3.3198 0.3247 -2.0159 0.23 0.06 0.14 0.33
H 1.4263 -1.2006 -1.8391 0.56 0.14 0.95 0.79
H 0.4313 -3.2018 0.0160 -0.10 0.00 0.15 0.39
H 0.1402 -2.3994 1.6077 -0.17 -0.19 -0.14 0.41
H -2.1003 -2.6484 -1.0523 0.49 0.48 -0.93 0.05
H -0.6811 -0.7236 -1.5925 -1.11 -3.78 3.03 0.18
H -0.9155 0.3799 0.6206 0.65 0.57 -1.12 0.08
H -4.0920 -0.8157 -1.4447 0.07 0.26 -0.32 0.47
H -5.0260 0.3386 0.3805 0.10 0.02 0.01 0.42
H -2.4712 2.1146 0.4382 0.01 -0.30 -0.03 0.22
H -3.1966 1.1849 1.8127 0.32 -0.20 -0.29 0.20
H -3.9776 2.5926 1.1704 0.12 -0.12 0.06 0.42
H 1.8725 -1.2407 2.4386 -0.08 -0.02 -0.10 0.28
H 3.7644 0.2967 2.2420 -0.03 -0.02 -0.05 0.38
K -0.4888 0.6114 -2.5476 6.43 3.38 -2.96 0.78